Record 1
Computed, not measured: a structure of composition C41H58AgO9P2, with ωB97M-V/def2-TZVPD.

Structure (XYZ):
```
111
C41H58AgO9P2, DFT ωB97M-V/def2-TZVPD
Ag -0.9839 0.0577 -1.3401
C 1.4447 -5.1157 1.3352
C 0.7038 -3.8039 1.5167
C -0.4451 -3.6258 0.5527
O 1.6858 -2.7180 1.4587
P 1.9434 -1.6852 0.2993
O 0.8361 -0.8414 -0.1482
C 2.7097 -2.6344 -1.0445
P 2.5447 -1.7947 -2.6356
O 1.1772 -1.7483 -3.1519
O 3.4882 -2.5460 -3.6830
C 4.8212 -3.0706 -3.5674
C 4.8027 -4.4650 -2.9613
C 5.7795 -2.1275 -2.8598
O 3.2610 -0.4174 -2.3246
C 2.8385 0.8263 -2.9759
C 4.0473 1.3917 -3.6892
C 2.2988 1.7403 -1.9005
O 3.1149 -0.8120 0.8988
C 4.2043 -1.3160 1.6950
C 5.4323 -0.5311 1.2804
C 3.8661 -1.1519 3.1626
H 0.8099 -5.9371 1.6695
H 2.3647 -5.1288 1.9216
H 1.6922 -5.2923 0.2861
H 0.3306 -3.7440 2.5392
H -0.1005 -3.6734 -0.4862
H -0.9683 -2.6784 0.6998
H -1.1520 -4.4427 0.7103
H 2.1938 -3.5901 -1.1472
H 3.7543 -2.8021 -0.7841
H 5.1406 -3.1616 -4.6072
H 4.6203 -4.4381 -1.8872
H 5.7646 -4.9521 -3.1279
H 4.0231 -5.0655 -3.4295
H 5.5095 -1.9823 -1.8133
H 5.7924 -1.1494 -3.3380
H 6.7857 -2.5486 -2.8964
H 2.0498 0.5837 -3.6906
H 4.8430 1.6026 -2.9712
H 3.7769 2.3210 -4.1922
H 4.4247 0.6935 -4.4383
H 3.0516 1.8823 -1.1210
H 1.4030 1.3202 -1.4498
H 2.0372 2.7081 -2.3317
H 4.3486 -2.3781 1.4647
H 5.3019 0.5203 1.5407
H 5.5840 -0.5980 0.2026
H 6.3177 -0.9133 1.7906
H 3.6519 -0.1024 3.3709
H 4.7078 -1.4704 3.7801
H 2.9878 -1.7384 3.4252
C -6.3834 3.4495 -0.9942
C -5.5675 2.3930 -0.2981
C -6.0001 1.0782 -0.2227
C -5.2275 0.0771 0.3643
C -5.7454 -1.3367 0.4108
C -3.9672 0.3892 0.8764
C -3.5800 1.7173 0.8324
C -1.6305 3.1873 0.9070
C -4.3385 2.7183 0.2658
C -3.0216 -0.7343 1.3072
O -3.3240 -1.4089 2.2892
O -2.0227 -0.8910 0.5432
H -7.4369 3.1709 -1.0331
H -6.0360 3.5885 -2.0209
H -6.3022 4.4120 -0.4874
H -6.9623 0.8131 -0.6502
H -6.8204 -1.3525 0.2270
H -5.5266 -1.7891 1.3757
H -5.2580 -1.9541 -0.3486
H -0.6494 3.1541 1.3609
H -2.1379 4.1024 1.2007
H -1.5864 3.0433 -0.1690
H -3.9992 3.7438 0.2442
C -1.3939 1.5911 -2.6965
C -1.3776 2.4782 -3.5352
C -1.3770 3.5394 -4.4979
C -0.1772 4.1300 -4.9141
C -0.1697 5.1506 -5.8510
C -1.3608 5.6118 -6.3974
C -2.5586 5.0371 -5.9932
C -2.5684 4.0156 -5.0566
H 0.7503 3.7675 -4.4891
H 0.7720 5.5883 -6.1602
H -1.3552 6.4104 -7.1286
H -3.4941 5.3865 -6.4136
H -3.5022 3.5673 -4.7428
C -0.6963 -2.1407 6.4056
C -1.1709 -1.0416 5.4926
C -2.3738 -0.3851 5.7020
C -2.8256 0.6244 4.8640
C -4.1680 1.2485 5.1260
C -2.0464 1.0477 3.7597
C -2.4995 2.2010 3.0177
O -2.3431 2.0529 1.4787
C -0.8033 0.3970 3.5597
C 0.1410 0.8383 2.4789
C -0.4092 -0.6250 4.4074
H -1.4812 -2.4292 7.1071
H 0.1738 -1.8331 6.9937
H -0.4086 -3.0330 5.8436
H -3.0077 -0.6924 6.5305
H -4.6587 0.7606 5.9697
H -4.8154 1.1523 4.2494
H -4.0874 2.3165 5.3539
H -3.5354 2.4898 3.1197
H 0.4523 1.8745 2.6577
H -0.2996 0.7746 1.4849
H 1.0362 0.2130 2.4728
H 0.5446 -1.1119 4.2133
```

Maximum force = 0.645 eV/A
Net charge = -1
HOMO energy = -3.187 eV
Electronic energy = -3104.05896 Ha

Mulliken atomic charge list, values in e, 99 entries: number 1, Ag, carries 0.383; number 2, C, carries -1.568; number 3, C, carries 0.480; number 4, C, carries -0.756; number 5, O, carries -0.336; number 6, P, carries -0.962; number 7, O, carries 1.345; number 8, C, carries -0.041; number 9, P, carries 0.752; number 10, O, carries -0.934; number 11, O, carries -0.441; number 12, C, carries 0.422; number 13, C, carries -1.296; number 14, C, carries -0.802; number 15, O, carries 0.200; number 16, C, carries 0.534; number 17, C, carries -1.636; number 18, C, carries -0.838; number 19, O, carries 0.154; number 20, C, carries 0.815; number 21, C, carries -1.455; number 22, C, carries -1.451; number 23, H, carries 0.459; number 24, H, carries 0.312; number 25, H, carries 0.249; number 26, H, carries 0.408; number 27, H, carries 0.227; number 28, H, carries -0.132; number 29, H, carries 0.456; number 30, H, carries 0.284; number 31, H, carries -0.027; number 32, H, carries 0.362; number 33, H, carries 0.191; number 34, H, carries 0.469; number 35, H, carries 0.320; number 36, H, carries -0.049; number 37, H, carries 0.136; number 38, H, carries 0.499; number 39, H, carries 0.473; number 40, H, carries 0.270; number 41, H, carries 0.416; number 42, H, carries 0.352; number 43, H, carries 0.185; number 44, H, carries -0.233; number 45, H, carries 0.429; number 46, H, carries 0.257; number 47, H, carries 0.340; number 48, H, carries 0.200; number 49, H, carries 0.410; number 50, H, carries 0.288; number 51, H, carries 0.521; number 52, H, carries 0.167; number 53, C, carries -1.580; number 54, C, carries 0.698; number 55, C, carries -0.894; number 56, C, carries 0.903; number 57, C, carries -1.687; number 58, C, carries 0.634; number 59, C, carries -0.143; number 60, C, carries -1.025; number 61, C, carries -0.381; number 62, C, carries -0.160; number 63, O, carries -0.735; number 64, O, carries -0.598; number 65, H, carries 0.387; number 66, H, carries 0.234; number 67, H, carries 0.368; number 68, H, carries 0.330; number 69, H, carries 0.428; number 70, H, carries 0.350; number 71, H, carries 0.277; number 72, H, carries 0.287; number 73, H, carries 0.311; number 74, H, carries 0.357; number 75, H, carries 0.358; number 76, C, carries -1.251; number 77, C, carries 0.589; number 78, C, carries 0.404; number 79, C, carries -0.405; number 80, C, carries -0.478; number 81, C, carries -0.398; number 82, C, carries -0.437; number 83, C, carries -0.507; number 84, H, carries 0.360; number 85, H, carries 0.362; number 86, H, carries 0.361; number 87, H, carries 0.354; number 88, H, carries 0.476; number 89, C, carries -1.485; number 90, C, carries 0.411; number 91, C, carries -1.019; number 92, C, carries 0.873; number 93, C, carries -1.934; number 94, C, carries 1.683; number 95, C, carries -1.853; number 96, O, carries 1.180; number 97, C, carries 0.504; number 98, C, carries 0.245; number 99, C, carries -0.560

Record 2
Computed, not measured: a cluster of 7 separate species, C14H37F4N6O13S4 in total at a distorted geometry, with ωB97M-V/def2-TZVPD.

Structure (XYZ):
```
78
C14H37F4N6O13S4, DFT ωB97M-V/def2-TZVPD
C 0.8219 -1.3103 -1.0325
C 0.7267 0.1969 -0.7736
O -0.1475 0.8599 -1.6282
H -0.2020 -1.6796 -0.9628
H 1.4515 -1.8891 -0.3564
H 1.3707 -1.4048 -1.9772
H 1.7434 0.6211 -0.7455
H 0.4483 0.3045 0.2889
C -3.5323 -0.5328 -0.6589
C -2.9302 0.1765 0.5030
O -2.7339 -0.3484 1.5395
N -2.2199 1.4646 0.2894
H -1.4730 1.3082 -0.4238
H -2.7604 2.1588 -0.2336
C -1.6967 2.0915 1.5599
H -4.1816 -1.2951 -0.2389
H -2.6537 -1.0233 -1.0927
H -3.8979 0.2013 -1.3764
H -2.4965 2.4275 2.2139
H -1.0979 2.9852 1.3961
H -1.0991 1.2904 1.9790
C 3.1273 1.9261 -2.8393
C 2.4204 3.2086 -3.0916
O 2.7850 4.0396 -3.8489
N 1.1185 3.4199 -2.3836
H 0.4688 3.8586 -3.0425
H 0.5773 2.5386 -2.2489
C 1.2056 4.1600 -1.0349
H 2.5966 1.0066 -3.0942
H 3.3121 1.9943 -1.7605
H 4.0371 1.8084 -3.4220
H 1.4052 5.1967 -1.2767
H 1.7836 3.5192 -0.3745
H 0.1794 4.1020 -0.6700
C -2.5361 -0.1173 -5.9504
C -1.9463 -0.4911 -4.6040
O -2.5794 -1.0657 -3.7887
N -0.5053 -0.1306 -4.3271
H -0.3221 0.7863 -4.7202
H -0.4517 -0.1882 -3.2891
C 0.3978 -1.2256 -4.8613
H -3.6104 -0.0182 -5.8147
H -2.3323 -0.9028 -6.6752
H -2.2064 0.8877 -6.2229
H 0.5500 -1.8884 -4.0114
H 1.3598 -0.7785 -5.0910
H -0.1254 -1.7510 -5.6533
C -0.3017 -1.7899 5.1797
C 0.0029 -0.7197 4.1933
O -0.6824 0.1865 3.8697
N 1.2980 -0.8412 3.4272
H 1.8181 0.0870 3.4265
H 1.9939 -1.3807 3.9514
C 1.0130 -1.3812 2.0444
H -1.3496 -2.0767 5.1115
H 0.0871 -1.6337 6.1834
H 0.1968 -2.6934 4.8053
H 0.4664 -2.3074 2.2127
H 1.9042 -1.5077 1.4404
H 0.3780 -0.6033 1.6321
N -0.9689 -5.5436 1.5202
S -1.6204 -4.0324 1.6952
O -1.4473 -3.3494 2.9601
O -2.7276 -3.6605 0.8456
F -0.3588 -3.3012 0.9268
S -1.7052 -6.1908 2.7244
O -3.1432 -6.0950 2.8046
O -0.9796 -6.1552 3.9557
F -1.4306 -7.6895 2.2038
N 2.8016 1.5317 3.6918
S 1.8245 2.9270 3.9439
O 0.7871 3.1920 2.9872
O 2.4215 3.9410 4.7612
F 1.0259 2.1972 5.1455
S 3.3209 2.1207 2.3714
O 3.8969 3.4321 2.3049
O 2.6263 1.5899 1.2371
F 4.7036 1.2485 2.2700
```

Maximum force = 8.085 eV/A
Net charge = +1
HOMO energy = -10.923 eV
Electronic energy = -3854.01614 Ha

Partial atomic charges computed with the Mulliken method, in multiples of e: number 1, C, carries -1.451; number 2, C, carries 2.463; number 3, O, carries -1.282; number 4, H, carries 0.172; number 5, H, carries 0.591; number 6, H, carries 0.160; number 7, H, carries -0.262; number 8, H, carries -1.515; number 9, C, carries -0.763; number 10, C, carries 0.516; number 11, O, carries -0.341; number 12, N, carries 0.416; number 13, H, carries -0.287; number 14, H, carries 0.540; number 15, C, carries -0.455; number 16, H, carries 0.432; number 17, H, carries 0.021; number 18, H, carries 0.365; number 19, H, carries 0.381; number 20, H, carries 0.279; number 21, H, carries -0.020; number 22, C, carries -0.473; number 23, C, carries 0.435; number 24, O, carries -0.443; number 25, N, carries 0.339; number 26, H, carries 0.493; number 27, H, carries -0.063; number 28, C, carries -0.748; number 29, H, carries 0.066; number 30, H, carries 0.138; number 31, H, carries 0.397; number 32, H, carries 0.357; number 33, H, carries 0.316; number 34, H, carries 0.326; number 35, C, carries -1.109; number 36, C, carries 0.448; number 37, O, carries -0.379; number 38, N, carries 0.334; number 39, H, carries 0.435; number 40, H, carries -0.316; number 41, C, carries -0.692; number 42, H, carries 0.375; number 43, H, carries 0.318; number 44, H, carries 0.399; number 45, H, carries 0.306; number 46, H, carries 0.368; number 47, H, carries 0.312; number 48, C, carries -1.343; number 49, C, carries 0.599; number 50, O, carries -0.352; number 51, N, carries 0.248; number 52, H, carries 0.041; number 53, H, carries 0.521; number 54, C, carries -0.355; number 55, H, carries 0.356; number 56, H, carries 0.397; number 57, H, carries 0.418; number 58, H, carries 0.369; number 59, H, carries 0.625; number 60, H, carries -0.277; number 61, N, carries -0.281; number 62, S, carries 0.915; number 63, O, carries -0.418; number 64, O, carries -0.571; number 65, F, carries -0.231; number 66, S, carries 1.078; number 67, O, carries -0.566; number 68, O, carries -0.596; number 69, F, carries -0.300; number 70, N, carries -0.614; number 71, S, carries 1.022; number 72, O, carries -0.458; number 73, O, carries -0.558; number 74, F, carries -0.287; number 75, S, carries 1.019; number 76, O, carries -0.582; number 77, O, carries -0.314; number 78, F, carries -0.407